Record 1
Below is C57H46AsCl2IN3PS2V as an isolated structure in a non-equilibrium geometry, with properties calculated with wB97M-V/def2-TZVPD.

- multiplicity = 4
- E_LUMO (spin up / spin down) (Ha) = -0.0140 / -0.0239
- orbital gap (spin up / spin down) (hartree) = 0.217 / 0.214
- energy above the lowest of the compared OMol25 structures with the same formula, charge and spin (kJ/mol) = 267.9
- <S²> = 3.78

```
114
Properties=species:S:1:pos:R:3:forces:R:3:lowdin_charge:R:1
V 0.548300 1.039900 0.030300 -0.58 -0.74 0.21 -0.06
S -0.427200 0.042500 1.804800 -0.28 -0.48 0.43 0.50
C 0.153400 0.882600 3.231300 0.16 0.34 -0.08 -0.61
C 0.070000 0.247900 4.469000 0.01 0.00 -0.05 -0.10
C 0.530700 0.877400 5.608400 0.03 -0.02 0.04 -0.08
C 1.081700 2.149700 5.542800 -0.05 0.08 0.03 -0.09
C 1.143000 2.799400 4.322700 0.04 0.19 -0.15 -0.10
C 0.688700 2.175600 3.167500 0.06 -0.16 0.18 -0.38
As 0.741400 2.986800 1.420700 0.54 1.35 1.90 1.32
C -0.087900 4.724100 1.800000 -0.13 -0.09 -0.26 -0.33
C 0.642600 5.909900 1.816900 0.31 -0.40 -0.13 -0.10
C 0.007900 7.111900 2.085500 0.02 0.08 -0.01 -0.09
C -1.354400 7.139800 2.335400 0.01 0.06 0.03 -0.09
C -2.083100 5.962000 2.326600 0.03 0.03 0.02 -0.08
C -1.455500 4.759100 2.057900 0.04 -0.26 -0.06 -0.12
C 2.589400 3.465300 1.101200 0.34 -0.11 0.22 -0.34
C 2.803800 3.913500 -0.313800 -0.26 0.06 0.18 -0.21
C 4.244900 4.178900 -0.801500 0.22 0.07 0.03 -0.19
C 5.276600 3.601400 0.113800 -0.03 0.02 0.13 -0.04
C 4.984700 3.112600 1.321900 0.49 0.04 -0.28 -0.07
C 3.630600 3.056700 1.840600 -0.94 0.30 0.13 -0.11
H -0.349300 -0.745800 4.518100 -0.05 -0.10 0.03 0.09
H 0.461900 0.371600 6.560200 0.01 -0.06 0.09 0.10
H 1.442100 2.630700 6.439800 0.04 0.06 0.05 0.10
H 1.549300 3.804600 4.246300 -0.02 -0.05 0.09 0.11
H 1.711600 5.886300 1.617300 -0.11 0.05 0.05 0.10
H 0.577200 8.030400 2.095800 0.06 0.05 0.00 0.10
H -1.843200 8.081400 2.539800 -0.05 0.08 0.02 0.10
H -3.145500 5.973500 2.516800 -0.12 -0.01 0.01 0.10
H -2.033100 3.840800 2.017000 0.05 0.19 0.05 0.01
H 2.118200 4.737800 -0.567400 0.20 -0.18 -0.07 0.15
H 4.485200 5.223600 -1.030400 -0.03 -0.06 0.02 0.15
H 6.296500 3.610500 -0.249800 0.11 -0.04 0.06 0.11
H 5.764600 2.709900 1.953400 0.12 0.00 -0.03 0.10
H 3.478300 2.642700 2.834200 -0.02 -0.04 -0.15 0.10
Cl 2.456800 0.148500 0.633500 1.48 -0.49 0.28 0.15
C 1.493500 -0.672200 -2.599100 0.80 0.59 -0.60 -0.36
Cl 0.269100 -0.763400 -1.466700 -0.86 -1.24 -0.40 0.65
H 2.495300 -0.758000 -2.216300 0.11 -0.20 0.10 0.01
H 1.289400 -0.101600 -3.489500 -0.12 -0.07 -0.13 0.03
I 1.634400 -3.386300 0.823000 0.32 -0.34 0.06 0.96
C 0.850400 -5.303700 0.375800 0.65 0.31 0.12 -0.59
C 1.806100 -6.286200 0.316800 -0.05 0.39 0.04 -0.18
C 1.466000 -7.619600 0.076600 -0.28 -0.27 -0.06 -0.08
C 0.154600 -7.957000 -0.072200 0.30 -0.05 0.03 -0.04
C -0.854800 -6.973600 -0.009400 0.02 0.14 0.01 -0.16
C -2.198800 -7.375700 -0.144400 -0.20 0.11 -0.02 -0.03
C -3.208700 -6.459800 -0.099500 0.02 -0.28 -0.04 -0.06
C -2.894600 -5.109400 0.042200 0.30 0.05 0.12 -0.10
C -1.599500 -4.656000 0.171600 -0.34 0.17 0.00 -0.30
P -1.461200 -2.803300 0.194000 -0.82 -0.29 0.09 0.95
C -2.412800 -2.478500 -1.336600 0.09 0.05 0.07 -0.41
C -2.356700 -3.321300 -2.444500 0.00 0.01 0.12 -0.09
C -2.989700 -2.968800 -3.622900 -0.03 -0.04 -0.17 -0.08
C -3.692500 -1.779800 -3.711900 -0.03 0.05 -0.08 -0.08
C -3.699400 -0.908000 -2.635300 -0.11 0.01 -0.06 -0.09
C -3.041700 -1.241200 -1.465900 0.00 -0.11 0.02 -0.16
C -2.701900 -2.514600 1.524100 0.14 0.13 -0.17 -0.38
C -4.043900 -2.196600 1.351200 0.08 -0.02 -0.04 -0.12
C -4.850700 -1.955000 2.449800 -0.16 0.00 0.06 -0.10
C -4.332700 -2.036800 3.730400 -0.08 0.10 0.05 -0.08
C -2.995500 -2.348800 3.910900 -0.05 -0.07 0.12 -0.08
C -2.187300 -2.582000 2.816700 -0.03 -0.01 -0.13 -0.14
C -0.525700 -5.589600 0.187900 -0.21 -0.30 -0.09 -0.20
H 2.843200 -6.029200 0.464300 0.07 0.07 0.02 0.08
H 2.241600 -8.367600 0.028100 0.08 -0.09 -0.01 0.11
H -0.126700 -8.987200 -0.238100 -0.09 -0.06 -0.01 0.11
H -2.413400 -8.425500 -0.285700 0.02 -0.10 0.00 0.11
H -4.242800 -6.756700 -0.191400 -0.07 -0.09 -0.02 0.11
H -3.702100 -4.392200 0.034500 -0.04 0.00 0.00 0.10
H -1.822600 -4.260600 -2.388200 -0.01 -0.04 0.02 0.11
H -2.937600 -3.627700 -4.477900 -0.02 -0.08 -0.04 0.10
H -4.221800 -1.524400 -4.618200 0.01 0.03 -0.09 0.10
H -4.214800 0.037100 -2.716900 -0.04 0.11 -0.01 0.09
H -3.002700 -0.539800 -0.639800 -0.04 0.12 0.08 0.06
H -4.472400 -2.144600 0.357800 0.01 -0.04 -0.04 0.09
H -5.896200 -1.714400 2.304500 -0.08 -0.01 0.02 0.10
H -4.968400 -1.850700 4.582500 -0.05 0.03 0.10 0.10
H -2.584800 -2.405600 4.908200 0.04 -0.01 0.09 0.10
H -1.137100 -2.801500 2.954300 0.11 -0.03 0.03 0.09
S -2.784900 1.660800 1.223100 -0.34 -0.22 0.13 0.73
C -4.305300 2.234700 0.911400 0.69 -1.38 0.17 -0.79
N -5.263200 1.274000 0.596800 -0.65 0.64 -0.14 0.08
C -6.525700 1.613000 0.259500 0.31 0.26 0.06 -0.06
C -6.868600 2.935300 0.241000 -0.10 -0.22 -0.06 -0.05
C -5.872900 3.861600 0.619200 0.39 -0.44 0.11 -0.11
N -4.650600 3.522600 0.949500 -0.95 1.21 0.00 0.09
H -4.949100 0.311000 0.647700 0.00 0.04 0.02 0.10
H -7.208800 0.813500 0.014400 0.00 -0.07 0.00 0.13
H -7.859900 3.252600 -0.031600 -0.09 0.00 -0.02 0.10
H -6.091800 4.919300 0.645500 -0.11 0.17 0.02 0.12
C -3.430000 4.074900 -1.809600 -0.01 -0.20 -0.14 -0.11
C -2.318400 4.824700 -1.462000 0.13 0.09 -0.04 -0.07
C -1.080000 4.227100 -1.372100 0.06 -0.09 0.05 -0.03
C -0.925000 2.851000 -1.602500 -1.06 0.40 -0.27 -0.32
C -2.053600 2.099800 -1.933200 0.49 0.09 -0.15 -0.06
C -3.287300 2.718600 -2.039800 -0.31 0.15 -0.07 -0.11
N 0.322300 2.259600 -1.429500 -0.12 0.17 -0.47 -0.15
C 1.374200 2.806900 -2.079300 0.88 0.90 -1.59 -0.30
C 1.299200 3.475300 -3.271900 -0.62 -0.88 0.80 -0.05
C 2.444900 4.099500 -3.859800 0.94 0.29 0.01 -0.10
C 3.671300 4.070000 -3.313800 -0.23 0.16 -0.27 -0.08
C 3.956800 3.312000 -2.062100 0.10 0.03 -0.19 -0.20
C 2.691400 2.773000 -1.364700 -0.28 0.00 -0.09 -0.18
H -4.396900 4.548800 -1.901600 -0.07 0.00 0.01 0.10
H -2.424500 5.879600 -1.258800 0.05 0.13 0.03 0.11
H -0.206700 4.819800 -1.117400 -0.08 -0.06 -0.02 0.11
H -1.945600 1.041600 -2.136900 0.01 0.05 0.02 0.08
H -4.165500 2.140600 -2.291700 -0.05 -0.10 -0.09 0.09
H 0.357300 3.536500 -3.800000 -0.10 0.04 0.09 0.11
H 2.281200 4.625000 -4.791800 0.11 0.09 -0.06 0.10
H 4.509000 4.567700 -3.783000 0.03 0.06 -0.14 0.10
H 4.719100 2.549500 -2.266100 -0.01 0.04 0.13 0.15
H 2.893100 1.799800 -0.914600 0.00 0.27 -0.05 0.05
```
Positions in Å, forces in eV/Å.

Record 2
Below is C28H24Co2NO6 as an isolated structure in a non-equilibrium geometry, with properties calculated with wB97M-V/def2-TZVPD.

- E_LUMO (Ha) = -0.1553
- orbital gap (hartree) = 0.217
- energy above the lowest of the compared OMol25 structures with the same formula, charge and spin (kJ/mol) = 191.2
- net charge = +1

```
61
Properties=species:S:1:pos:R:3:forces:R:3:nbo_charge:R:1
C 4.379439 -1.995853 -1.972147 -0.18 0.05 0.13 -0.20
C 4.159317 -0.922229 -1.094863 -0.38 -0.38 0.26 -0.19
C 2.889166 -0.751904 -0.497777 1.04 0.50 -0.17 -0.23
C 1.833762 -1.572955 -0.829379 -0.31 -0.36 -1.82 0.02
C 0.425558 -1.325036 -0.339846 2.48 -2.14 -1.89 -0.28
C -0.440262 -0.557814 -1.384609 -1.77 0.32 -0.89 0.53
N -1.666017 -0.907028 -1.768982 1.42 0.45 0.51 -0.28
C -2.323828 -2.155707 -1.295706 0.00 -0.83 0.14 -0.24
C -3.846779 -2.099046 -1.137326 -0.11 0.25 0.23 -0.41
C -4.579079 -1.364755 -2.250589 -0.04 -0.25 0.01 -0.41
C -3.943394 -0.013770 -2.494775 0.29 0.06 0.20 -0.42
C -2.449664 -0.129792 -2.821159 -0.02 0.08 -0.28 -0.23
C 0.094964 0.724592 -1.910839 0.41 1.11 -0.19 -0.21
C 1.088648 0.801257 -2.915209 -0.21 -0.43 0.73 -0.11
C 1.729034 2.010623 -3.163420 -0.12 0.20 -0.07 -0.21
C 1.346062 3.170663 -2.486627 -0.26 -0.08 0.29 -0.17
C 0.288757 3.135722 -1.569799 -0.05 -0.09 -0.10 -0.20
C -0.350869 1.928198 -1.296666 0.16 -0.64 0.17 -0.21
C 2.021747 -2.591764 -1.767742 1.18 -0.33 -0.29 -0.23
C 3.303362 -2.837512 -2.304803 -0.21 0.07 0.24 -0.20
H 5.391675 -2.200557 -2.371077 -0.80 0.23 0.25 0.24
H 4.982047 -0.249343 -0.827716 -0.39 -0.31 -0.09 0.23
H 2.733110 0.052009 0.224193 0.14 -0.15 -0.15 0.22
H -0.055103 -2.350249 -0.348670 0.64 1.19 0.99 0.24
H -2.061574 -2.965313 -2.004803 0.00 0.49 0.17 0.23
H -1.920192 -2.429513 -0.311518 0.00 0.17 -0.45 0.23
H -4.203198 -3.132832 -1.077112 0.16 0.13 0.07 0.24
H -4.080223 -1.634310 -0.170682 0.03 0.01 -0.17 0.22
H -4.564893 -1.963200 -3.168516 0.04 0.07 0.02 0.21
H -5.627807 -1.242872 -1.970940 0.08 -0.03 -0.05 0.24
H -4.430393 0.483753 -3.336340 0.18 0.04 0.00 0.25
H -4.078876 0.640787 -1.625608 0.03 -0.09 -0.03 0.22
H -2.039940 0.881361 -2.956963 0.15 -0.63 0.26 0.25
H -2.330380 -0.662582 -3.781377 0.11 -0.02 0.46 0.23
H 1.380749 -0.101254 -3.457178 0.04 0.25 0.27 0.23
H 2.549824 2.050005 -3.882559 -0.34 -0.03 0.17 0.24
H 1.862125 4.111600 -2.663078 -0.07 -0.22 -0.03 0.24
H -0.050442 4.033122 -1.041579 0.23 -0.30 -0.33 0.24
H -1.185307 1.890534 -0.574546 0.50 0.06 -0.35 0.23
H 1.193880 -3.240571 -2.054412 0.13 0.08 0.08 0.21
H 3.478391 -3.707742 -2.954066 -0.19 0.54 0.27 0.23
O 4.266934 1.948388 3.789250 -1.91 -0.52 0.85 -0.47
C 3.197606 1.760711 4.180215 1.55 0.64 -1.13 0.62
Co 1.526229 1.513753 4.716751 0.67 0.27 -0.43 -0.04
C 1.576225 -0.106017 5.408121 -0.14 -4.33 1.94 0.46
O 1.565618 -1.142927 5.938890 0.13 2.71 -1.40 -0.49
C 1.880551 2.594853 6.085573 -0.53 2.04 1.69 0.55
O 2.083514 3.286349 6.982526 -0.11 -1.33 -1.41 -0.45
C 1.084856 1.341802 2.773165 1.39 1.23 -1.81 -0.60
C 0.552050 0.254522 2.138102 2.40 2.53 2.59 0.05
C 0.427597 -0.519533 0.961931 -4.18 -1.54 -0.61 -0.58
Co -0.581919 0.998061 3.462890 -1.51 -1.57 1.26 -0.01
C -1.165963 -0.555950 4.007627 -1.66 -2.29 0.71 0.57
O -1.594221 -1.573549 4.328875 0.81 1.30 -0.49 -0.47
C -2.118886 1.742483 2.951035 -1.19 1.60 -0.62 0.57
O -3.124075 2.224675 2.652143 1.57 -1.07 0.43 -0.48
C -0.635205 1.795319 5.185122 -1.51 1.76 2.16 0.43
O -1.259014 2.236609 6.096078 2.32 -1.70 -3.12 -0.50
H 1.380264 2.263619 2.282795 0.41 -0.12 -0.44 0.22
H -0.254049 -1.379694 1.436410 -1.13 2.47 -1.01 0.27
H 0.288498 0.507797 0.279306 -1.35 -1.11 2.29 0.37
```
Positions in Å, forces in eV/Å.

Record 3
Below is an isolated molecule of C8H10Br2 in a non-equilibrium geometry, with properties calculated with wB97M-V/def2-TZVPD.

- E_LUMO (Ha) = 0.0265
- structure (SMILES) = C/C(Br)=C/C=C\C=C(/C)Br
- orbital gap (hartree) = 0.357
- energy above the lowest of the compared OMol25 structures with the same formula, charge and spin (kJ/mol) = 314.7

```
20
Properties=species:S:1:pos:R:3:forces:R:3:nbo_charge:R:1
C 1.233918 1.787951 -1.709294 3.69 2.39 -0.04 -0.68
C 1.366287 0.612985 -0.928577 1.85 -1.68 2.05 0.03
Br 2.248121 0.847842 0.767278 -0.04 0.04 0.02 0.01
C 1.013144 -0.595678 -1.274835 -0.80 -0.69 0.64 -0.31
C 0.881865 -1.683033 -0.280082 2.67 -2.68 0.95 -0.18
C -0.204980 -1.870166 0.487966 1.52 -0.20 -0.49 -0.22
C -1.263997 -0.948503 0.100541 -0.50 -3.19 -2.78 -0.26
C -1.770628 0.002715 0.756177 -0.84 2.53 2.53 -0.04
C -1.187668 0.354563 2.057071 -1.24 -1.12 3.38 -0.67
Br -3.274962 1.079612 0.290979 0.32 -0.22 -0.49 0.04
H 1.325100 2.635797 -0.967864 -0.17 -0.39 -1.61 0.24
H 0.296334 1.643943 -2.049537 -3.25 0.70 -1.79 0.23
H 1.998307 1.790040 -2.572382 -1.11 0.49 1.38 0.24
H 0.618202 -0.659400 -2.278332 -0.27 -0.45 -0.19 0.22
H 1.847683 -2.355225 -0.109550 -2.16 1.33 -0.41 0.22
H -0.306041 -2.697929 1.243999 0.13 1.17 -0.82 0.24
H -1.600540 -1.169447 -0.890720 -0.59 0.01 -0.60 0.21
H -2.035063 0.787866 2.656146 1.19 -0.06 -0.15 0.22
H -0.341895 1.016451 2.014275 0.15 0.45 -0.12 0.24
H -0.843194 -0.580379 2.686748 -0.56 1.60 -1.46 0.22
```
Positions in Å, forces in eV/Å.

Record 4
Below is an isolated molecule of C9H12N4 in a non-equilibrium geometry, with properties calculated with wB97M-V/def2-TZVPD.

- E_LUMO (Ha) = 0.0166
- orbital gap (hartree) = 0.320
- energy above the lowest of the compared OMol25 structures with the same formula, charge and spin (kJ/mol) = 426.4

```
25
Properties=species:S:1:pos:R:3:forces:R:3:nbo_charge:R:1
C 3.702955 -0.727308 -0.541494 0.68 0.95 0.58 -0.26
C 3.426155 0.807645 1.222626 0.64 0.45 1.25 0.26
C 2.477328 -0.958670 -0.876697 -0.46 -0.49 -1.15 0.39
C 0.992838 0.749870 0.768642 1.63 1.17 -0.17 0.71
C -1.489072 -0.945845 0.702794 1.27 1.08 -1.17 -0.18
C -1.315494 0.442108 0.014368 -1.66 -2.73 -1.08 0.07
C -2.557460 -1.420387 1.272967 -0.72 -2.97 0.65 -0.40
C -1.439511 0.132615 -1.529512 -0.33 1.83 2.02 -0.59
C -2.281548 1.503750 0.471782 1.35 1.37 -0.25 -0.61
N 4.122388 0.055098 0.513518 1.88 -0.69 -1.07 -0.43
N 2.084178 0.990765 1.258234 -1.07 -0.08 0.52 -0.57
N 1.486680 -1.439975 -1.359580 -2.24 -0.12 -1.36 -0.63
N -0.020534 0.903748 0.163312 0.95 0.34 0.61 -0.49
H 4.403865 -1.007081 -1.317825 0.36 -0.22 0.35 0.24
H 4.031199 1.391921 1.931253 -0.81 -0.02 0.01 0.18
H -0.641567 -1.600471 0.498076 0.09 0.12 0.35 0.21
H -3.493146 -0.931542 1.283304 -0.78 0.85 0.36 0.19
H -2.617582 -2.519821 1.610277 0.31 1.87 -0.48 0.21
H 0.957469 -0.911854 -2.109630 0.89 -0.48 1.29 0.39
H -0.827299 0.846568 -2.033043 0.20 0.56 -0.65 0.21
H -2.449382 0.181582 -1.818389 -1.32 0.20 -0.55 0.21
H -1.111106 -0.823570 -1.709272 0.91 -2.25 -0.49 0.21
H -1.888592 2.447737 -0.091999 -0.81 -1.15 1.75 0.23
H -2.297223 1.484373 1.598598 0.05 0.77 -1.21 0.23
H -3.255550 1.348745 0.077683 -0.98 -0.38 -0.12 0.21
```
Positions in Å, forces in eV/Å.